66
Properties=species:S:1:pos:R:3:mulliken_charge:R:1 method="wB97M-V/def2-TZVPD" mol_weight_da=530.678 energy_ha=-2226.69098 charge=0
O 3.0619 -0.9450 0.9348 -0.464
C 1.7508 -0.6719 1.4187 -0.446
C 1.5262 0.8349 1.4681 -0.633
C 0.4198 1.2094 2.4593 -0.915
C -0.9851 0.7147 1.9978 -0.479
Si -2.2672 2.0756 1.9872 0.083
C -3.9407 1.5234 2.6420 -0.946
C -4.6127 0.6221 1.5981 0.269
C -4.3788 -0.8371 1.6451 -0.559
O -3.8147 0.0664 0.5897 -0.312
O -2.4870 2.6733 0.4453 -0.014
Si -1.9568 4.2103 0.0871 0.399
H 3.2974 -1.8231 1.2625 0.145
H 0.9992 -1.1355 0.7670 0.295
H 1.6186 -1.0905 2.4247 0.458
H 2.4632 1.3027 1.7755 0.403
H 1.2654 1.1898 0.4690 0.240
H 0.6751 0.7559 3.4199 0.413
H 0.4260 2.2922 2.5986 0.421
H -1.3209 -0.0693 2.6805 0.409
H -0.9141 0.3137 0.9859 0.261
H -1.7873 3.1959 2.8408 -0.280
H -4.5874 2.3891 2.7927 0.429
H -3.8514 0.9450 3.5604 0.426
H -5.6107 0.9148 1.2807 0.322
H -5.1413 -1.4559 1.1895 0.252
H -3.4873 -1.2654 2.0812 0.175
H -2.8330 5.2416 0.6762 -0.146
H -0.5616 4.3592 0.5520 -0.157
H -1.9926 4.3627 -1.3810 -0.162
C 1.6726 -5.7772 0.8996 -0.480
C 2.1427 -4.6054 1.3168 -0.094
C 3.4753 -4.4989 1.9596 0.622
O 3.9081 -3.4292 2.3446 -0.602
C 4.2663 -5.7418 2.1211 -0.422
C 3.7977 -6.9142 1.7034 -0.400
C 2.4633 -7.0260 1.0591 0.299
O 2.0357 -8.0921 0.6783 -0.527
H 0.7040 -5.8835 0.4282 0.430
H 1.5835 -3.6834 1.2105 0.347
H 5.2345 -5.6329 2.5925 0.426
H 4.3548 -7.8363 1.8083 0.406
C -6.2175 2.7745 -3.6449 -0.408
C -5.8578 1.8595 -4.5403 -0.417
C -4.7807 0.8764 -4.2489 0.145
O -4.4581 0.0439 -5.0697 -0.554
C -4.1236 0.9552 -2.9221 -0.200
C -4.4811 1.8699 -2.0247 0.006
C -5.5562 2.8485 -2.3165 0.134
O -5.8876 3.6816 -1.4980 -0.563
H -6.9982 3.5010 -3.8323 0.427
H -6.3225 1.7816 -5.5151 0.415
H -3.3437 0.2297 -2.7287 0.478
H -4.0130 1.9468 -1.0542 0.632
C 5.9493 -0.0036 -1.6705 -0.371
C 4.6746 0.2894 -1.4226 -0.108
C 4.0783 1.5610 -1.9058 0.392
O 2.9178 1.8383 -1.6864 -0.499
C 4.9524 2.4877 -2.6712 -0.372
C 6.2250 2.1898 -2.9153 -0.384
C 6.8246 0.9181 -2.4338 0.357
O 7.9852 0.6494 -2.6611 -0.557
H 6.4112 -0.9217 -1.3294 0.422
H 4.0176 -0.3665 -0.8628 0.319
H 4.4919 3.4066 -3.0116 0.417
H 6.8831 2.8466 -3.4700 0.399